Entry 1:
# C30H51N5O8SZr

A structure of composition C30H51N5O8SZr (the ωB97M-V functional and the def2-TZVPD basis, the OMol25 dataset).

Last column: Löwdin charge in e.
CARTESIAN COORDINATES (ANGSTROEM)
Zr (-0.73, 0.64, 0.15)  1.949
S (4.12, 4.41, 0.17)  0.654
O (-0.95, 2.63, 1.90)  -0.002
O (4.92, 5.46, 0.71)  -0.238
O (3.17, 4.69, -0.88)  -0.299
O (-1.01, -3.42, 0.30)  0.186
O (0.87, 1.86, 1.03)  -0.190
O (-1.33, -1.43, -3.29)  0.178
O (-1.65, -0.04, -1.55)  -0.228
O (-0.16, -1.35, 0.07)  -0.246
N (0.64, 1.05, -1.62)  -0.212
N (-2.80, 1.23, 0.35)  -0.121
N (2.14, -0.35, 0.48)  0.066
N (3.23, 3.69, 1.39)  -0.124
N (-1.16, -0.36, 2.18)  -0.216
C (6.77, 0.99, -1.21)  -0.253
C (-2.26, 0.48, 2.79)  -0.140
C (0.09, -0.44, 3.09)  -0.261
C (6.00, 2.45, 0.56)  -0.063
C (-3.60, 2.24, -1.76)  -0.010
C (3.33, 0.20, 2.58)  0.008
C (-1.68, -1.70, 1.84)  -0.052
C (-0.30, -0.93, 4.48)  -0.023
C (-3.24, 1.18, 1.78)  -0.110
C (0.28, 2.69, 1.84)  -0.569
C (5.12, 2.70, -1.68)  -0.066
C (5.15, 3.08, -0.35)  -0.306
C (5.94, 1.66, -2.10)  -0.020
C (-3.25, 3.71, 0.21)  -0.025
C (1.10, 3.66, 2.64)  -0.050
C (-2.72, 2.50, -0.54)  -0.473
C (6.79, 1.40, 0.13)  -0.024
C (1.29, -1.35, 2.60)  -0.045
C (-1.23, 2.91, -1.04)  -0.103
C (2.93, 0.27, -0.63)  -0.042
C (2.09, 1.36, -1.39)  -0.126
C (-0.93, -2.28, 0.65)  -0.553
C (0.48, -0.04, -2.60)  -0.057
C (-0.94, -0.60, -2.54)  -0.558
C (2.06, 4.50, 1.80)  -0.193
C (3.46, -2.11, 1.59)  0.004
C (2.58, -0.89, 1.84)  -0.459
C (7.68, -0.11, -1.67)  -0.030
C (-0.24, 2.24, -2.10)  -0.273
C (0.59, 3.35, -2.71)  -0.015
H (-4.27, 3.53, 0.54)  0.107
H (2.17, 2.29, -0.84)  0.089
H (7.45, -0.43, -2.69)  0.084
H (-0.53, -1.99, 4.49)  0.099
H (0.40, 4.31, 3.17)  0.140
H (-0.87, 1.81, -2.87)  0.139
H (-4.20, 0.66, 1.80)  0.135
H (-2.64, 3.98, 1.07)  0.084
H (-0.66, 3.33, -0.21)  0.097
H (-4.64, 2.10, -1.44)  0.109
H (0.70, 0.30, -3.62)  0.156
H (3.85, 3.56, 2.19)  0.108
H (1.28, 2.95, -3.47)  0.101
H (-3.41, 2.18, 2.15)  0.111
H (2.92, -2.88, 1.02)  0.107
H (-1.51, 3.80, -1.60)  0.132
H (1.66, 3.10, 3.40)  0.132
H (-1.62, -2.40, 2.68)  0.145
H (-3.36, 0.56, -0.19)  0.125
H (6.07, 2.79, 1.59)  0.122
H (-1.14, -0.38, 4.90)  0.085
H (4.25, 0.47, 2.05)  0.085
H (-3.58, 3.11, -2.42)  0.109
H (7.46, 0.91, 0.82)  0.128
H (4.36, -1.83, 1.04)  0.098
H (1.71, -1.73, 3.54)  0.129
H (-3.29, 1.36, -2.32)  0.086
H (-2.86, -0.15, 3.46)  0.132
H (1.57, 4.85, 0.89)  0.120
H (-1.79, 1.24, 3.40)  0.112
H (1.53, -1.08, 0.09)  0.119
H (1.18, 3.91, -1.98)  0.072
H (4.49, 3.23, -2.38)  0.119
H (7.61, -0.98, -1.02)  0.086
H (3.81, 0.78, -0.22)  0.107
H (2.59, 1.49, -2.35)  0.129
H (3.77, -2.55, 2.54)  0.110
H (3.62, -0.17, 3.57)  0.113
H (0.90, -2.25, 2.12)  0.120
H (-0.07, 4.05, -3.23)  0.108
H (1.17, -0.86, -2.37)  0.139
H (8.72, 0.22, -1.66)  0.100
H (1.55, 0.42, 0.81)  0.050
H (0.55, -0.78, 5.16)  0.103
H (2.36, 5.38, 2.37)  0.136
H (-3.28, 4.56, -0.47)  0.109
H (5.94, 1.38, -3.15)  0.125
H (0.43, 0.59, 3.18)  0.120
H (3.26, -0.53, -1.29)  0.139
H (-2.74, -1.63, 1.57)  0.152
H (2.73, 1.10, 2.70)  0.066

Computed properties:
Energy relative to the best compared isomer or geometry (same formula, charge and spin) (kJ/mol): 0.00
Molecular weight (g mol⁻¹): 733.056
Highest occupied orbital energy (eV): -14.38
Net charge: +2

Entry 2:
# C37H46BrClI2N4O9SSiTi

A structure of composition C37H46BrClI2N4O9SSiTi (the ωB97M-V functional and the def2-TZVPD basis, the OMol25 dataset).

Last column: Löwdin charge in e.
CARTESIAN COORDINATES (ANGSTROEM)
I (3.30, -2.33, 2.44)  0.987
I (-1.42, 2.84, 0.59)  0.381
Br (1.55, -5.25, 1.43)  0.697
Ti (-0.33, 0.28, 0.02)  0.495
Cl (-0.48, -2.25, 0.59)  0.281
S (-1.87, 0.17, -1.89)  0.607
Si (-1.39, -1.18, -3.48)  -0.016
O (-2.70, -1.28, -4.46)  -0.163
O (0.63, 1.55, -1.29)  -0.260
O (-0.10, -0.52, -4.21)  -0.134
O (4.56, 0.86, -3.31)  0.113
O (-0.63, 2.70, 5.52)  -0.049
O (5.46, -1.15, -3.02)  0.086
O (1.28, 0.49, 0.99)  -0.225
O (-1.00, -2.72, -3.11)  -0.136
O (2.38, 2.12, -2.56)  0.058
N (-1.06, 0.14, 2.01)  -0.137
N (1.81, -2.10, -1.19)  0.031
N (1.25, -0.90, -1.25)  -0.003
N (3.36, 2.03, 3.43)  0.125
C (-3.05, -3.62, -2.14)  -0.025
C (-2.40, -0.28, 1.80)  -0.405
C (-4.59, -0.99, 2.42)  -0.089
C (0.35, 1.67, 5.67)  -0.217
C (1.62, 1.00, 2.15)  -0.288
C (1.68, -1.97, -4.90)  -0.005
C (-1.79, -3.91, -2.94)  -0.628
C (-0.91, -4.91, -2.21)  -0.033
C (3.29, -0.81, -2.17)  -0.078
C (-3.63, -0.32, -4.97)  -0.643
C (-0.24, -1.54, -6.44)  -0.023
C (2.12, -0.11, -1.83)  -0.157
C (-4.17, -0.92, -6.27)  -0.027
C (3.83, 1.54, 1.10)  -0.005
C (0.97, -2.29, 4.31)  -0.164
C (1.55, -3.04, 3.29)  -0.761
C (-0.57, 0.47, 3.13)  -0.085
C (0.77, 1.00, 3.26)  -0.101
C (2.93, 1.54, 2.29)  -0.265
C (-0.25, -2.65, 4.86)  -0.089
C (4.53, -0.38, -2.86)  -0.513
C (-4.02, -0.66, 0.09)  -0.127
C (1.34, 0.32, -5.87)  -0.008
C (-2.73, -0.32, 0.46)  -0.272
C (1.24, 1.55, 4.47)  -0.163
C (-0.91, -3.77, 4.39)  -0.081
C (3.04, -2.10, -1.71)  -0.003
C (0.88, -4.18, 2.84)  -0.779
C (1.71, 1.31, -1.92)  -0.548
C (0.66, -0.94, -5.36)  -0.611
C (-3.31, -0.61, 2.79)  -0.018
C (2.53, 2.04, 4.49)  -0.093
C (-2.94, 1.01, -5.24)  -0.027
C (-4.76, -0.14, -3.96)  -0.037
C (-4.94, -1.00, 1.08)  -0.083
C (-2.14, -4.43, -4.33)  -0.029
C (-0.34, -4.54, 3.38)  -0.149
H (-0.68, -2.05, 5.65)  0.101
H (-2.78, -3.19, -1.17)  0.064
H (0.03, -5.05, -2.75)  0.087
H (1.19, -2.78, -4.37)  0.081
H (-0.15, 0.72, 5.88)  0.104
H (-2.55, 1.45, -4.32)  0.066
H (2.21, -2.38, -5.77)  0.093
H (-3.03, -0.60, 3.84)  0.106
H (-0.70, -4.55, -1.20)  0.040
H (-2.11, 0.88, -5.93)  0.074
H (-4.31, -0.68, -0.95)  0.064
H (0.94, 1.93, 6.54)  0.118
H (-5.53, 0.52, -4.37)  0.088
H (-0.79, 2.84, 4.57)  0.082
H (-4.92, -0.26, -6.71)  0.085
H (0.61, 1.03, -6.25)  0.086
H (-5.21, -1.11, -3.74)  0.086
H (2.04, 0.07, -6.67)  0.091
H (3.98, 0.53, 0.72)  0.065
H (-1.18, 0.38, 4.03)  0.127
H (-5.31, -1.26, 3.18)  0.097
H (-1.23, -4.70, -4.87)  0.086
H (-2.78, -5.31, -4.26)  0.086
H (-5.95, -1.28, 0.79)  0.099
H (-1.87, -4.05, 4.79)  0.105
H (-1.00, -0.82, -6.76)  0.066
H (-3.70, -2.93, -2.68)  0.073
H (-4.38, 0.29, -3.04)  0.044
H (1.29, -2.82, -0.69)  0.039
H (3.40, 2.13, 0.29)  0.091
H (-0.74, -2.44, -6.08)  0.076
H (3.70, 1.36, -3.13)  0.064
H (-2.66, -3.66, -4.90)  0.071
H (-3.37, -1.06, -6.99)  0.076
H (-0.86, -5.41, 2.99)  0.099
H (-4.63, -1.89, -6.06)  0.086
H (2.92, 2.47, 5.41)  0.110
H (2.41, -1.51, -4.24)  0.066
H (-3.65, 1.72, -5.69)  0.091
H (0.37, -1.81, -7.30)  0.092
H (3.66, -2.98, -1.75)  0.142
H (1.49, -1.40, 4.65)  0.086
H (4.79, 1.97, 1.38)  0.082
H (1.89, 0.80, -5.06)  0.080
H (-3.60, -4.54, -1.97)  0.091
H (-1.41, -5.88, -2.13)  0.087

Computed properties:
Energy relative to the best compared isomer or geometry (same formula, charge and spin) (kJ/mol): 0.00
Molecular weight (g mol⁻¹): 1167.979
Spin multiplicity: 2
Highest occupied orbital energy (spin up / spin down) (eV): -5.66 / -5.72
Net charge: -1

Entry 3:
# C5H6O2

The molecule C5H6O2 (the ωB97M-V functional and the def2-TZVPD basis, the OMol25 dataset).

Last column: Löwdin charge in e.
CARTESIAN COORDINATES (ANGSTROEM)
O (0.99, -1.50, -0.21)  -0.085
O (1.07, 2.08, -0.57)  0.096
C (-0.82, 0.77, 0.11)  -0.102
C (1.56, -0.17, -0.06)  -0.061
C (-1.25, -0.70, 0.09)  -0.201
C (0.62, 1.00, -0.23)  -0.382
C (-0.27, -1.83, -0.14)  -0.029
H (2.01, -0.13, 0.94)  0.146
H (2.36, -0.11, -0.79)  0.139
H (-1.42, 1.39, -0.58)  0.126
H (-2.03, -0.87, -0.66)  0.109
H (-0.97, 1.22, 1.10)  0.132
H (-1.75, -0.99, 1.03)  0.113

Computed properties:
Energy relative to the best compared isomer or geometry (same formula, charge and spin) (kJ/mol): 297.03
Molecular weight (g mol⁻¹): 98.101
Highest occupied orbital energy (eV): -8.45